A structure of composition C15H18CrN6O4S2Se2Te2. Source: the OMol25 dataset; level of theory: ωB97M-V with the def2-TZVPD basis set.

Summary:
Total charge   -2
Max |F|   0.91 eV/Å
LUMO (alpha / beta)   0.151 / 0.151 Ha
2S+1   5
Frontier orbital gap (alpha / beta)   4.9144 / 4.9744 eV
Expectation value of S²   6.018

Atoms and positions in Å:
Cr: -1.308 -0.587 1.041
N: 4.849 0.428 -1.513
C: 3.948 0.203 -0.457
C: 3.732 1.188 0.508
C: 2.824 0.982 1.529
C: 2.111 -0.207 1.590
C: 2.301 -1.186 0.629
C: 3.221 -0.981 -0.391
S: 1.010 -0.551 2.934
O: 1.823 -1.133 3.975
O: 0.020 -1.517 2.391
N: 0.419 0.855 3.292
C: -0.891 1.052 3.532
N: -1.210 1.960 4.480
C: -2.491 2.170 4.720
C: -3.518 1.509 4.062
C: -3.122 0.649 3.060
N: -1.839 0.441 2.776
H: 5.585 1.077 -1.280
H: 5.230 -0.422 -1.900
H: 4.275 2.124 0.445
H: 2.641 1.746 2.273
H: 1.726 -2.104 0.679
H: 3.367 -1.747 -1.145
H: -2.713 2.912 5.484
H: -4.560 1.682 4.282
H: -3.837 0.126 2.430
Se: -2.990 -2.657 1.447
Te: -1.787 -4.620 0.321
Te: -6.021 -2.459 -1.315
Se: -4.171 -1.211 -0.091
S: -1.239 1.497 -0.148
C: -0.486 0.855 -1.664
N: 0.973 0.893 -1.670
C: 1.451 1.063 -3.041
C: 0.170 1.230 -3.866
N: -0.800 1.628 -2.850
H: 1.383 0.126 -1.154
H: 2.051 0.217 -3.391
H: 2.077 1.958 -3.106
H: -0.095 0.287 -4.359
H: 0.268 2.004 -4.630
H: -1.763 1.490 -3.125
C: -2.207 -2.281 -2.853
O: -1.593 -0.963 -2.805
C: -0.970 -0.604 -1.718
O: -0.767 -1.383 -0.782
H: -2.126 -2.590 -3.893
H: -3.251 -2.184 -2.556
H: -1.698 -2.965 -2.179

List of Mulliken charges in e, atom by atom: 0.971, -0.602, 1.216, -0.606, -0.596, 0.028, -0.650, -0.787, 1.383, -0.767, -0.464, -0.477, 0.393, -0.740, 0.063, -0.980, 0.171, 0.206, 0.229, 0.234, 0.292, 0.462, 0.457, 0.214, 0.387, 0.376, 0.184, -0.463, -0.686, -0.660, -0.303, -0.661, 0.889, -0.017, -0.492, -0.505, -0.440, -0.117, 0.259, 0.301, 0.189, 0.367, 0.332, -0.286, -0.378, 0.171, -0.478, 0.263, -0.017, 0.131